A molecular structure, C31H33BN12OScSe in a non-equilibrium geometry. Source: the OMol25 dataset; level of theory: the ωB97M-V functional and the def2-TZVPD basis.

Geometry as XYZ:
```
80
Properties=species:S:1:pos:R:3:lowdin_spin:R:1
Sc -0.058 -0.494 0.003 -0.02
C 2.002 -2.450 2.640 0.00
C 2.165 -0.978 2.509 0.00
C 2.885 -0.105 3.334 0.00
C 2.766 1.129 2.737 0.00
N 2.037 0.993 1.616 0.00
N 1.634 -0.299 1.488 0.00
B 1.624 2.050 0.573 0.00
N 1.867 1.445 -0.848 0.00
C 2.549 2.023 -1.857 0.00
C 2.860 1.065 -2.791 0.00
C 2.330 -0.126 -2.279 0.00
C 2.495 -1.509 -2.802 0.00
N 1.713 0.120 -1.120 0.00
N 0.129 2.327 0.850 0.00
C -0.505 3.486 1.072 0.07
C -1.791 3.209 1.489 0.05
C -1.879 1.815 1.500 0.00
C -3.053 0.986 1.886 0.00
N -0.705 1.289 1.129 0.12
N 2.461 3.310 0.656 0.00
C 3.809 3.409 0.844 0.00
C 4.194 4.678 0.508 0.00
C 2.992 5.332 0.113 0.00
C 2.811 6.703 -0.390 0.00
N 1.989 4.471 0.209 0.00
H 2.972 -2.913 2.810 0.00
H 1.564 -2.863 1.729 0.00
H 1.368 -2.696 3.491 0.00
H 3.418 -0.344 4.231 0.00
H 3.138 2.081 3.061 0.00
H 2.773 3.070 -1.875 0.00
H 3.403 1.196 -3.704 0.00
H 2.130 -1.601 -3.823 0.00
H 1.988 -2.229 -2.155 0.00
H 3.557 -1.750 -2.823 0.00
H -0.011 4.424 0.909 0.00
H -2.555 3.904 1.765 0.00
H -3.968 1.543 1.707 0.00
H -3.014 0.751 2.949 0.00
H -3.080 0.054 1.318 0.00
H 4.397 2.577 1.173 0.00
H 5.172 5.112 0.561 0.00
H 3.616 7.350 -0.053 0.00
H 1.846 7.100 -0.087 0.00
H 2.832 6.696 -1.482 0.00
Se -4.269 -7.201 0.649 0.00
N -3.684 -6.022 1.799 0.00
C -3.017 -5.077 1.163 0.00
C -2.412 -3.935 1.786 0.00
C -2.508 -3.688 3.160 0.00
C -1.921 -2.549 3.668 0.00
C -1.258 -1.683 2.800 0.00
N -1.137 -1.905 1.494 0.00
C -1.708 -3.017 0.979 0.00
C -1.600 -3.225 -0.456 0.00
N -0.878 -2.331 -1.163 0.01
C -0.828 -2.467 -2.484 0.00
C -1.432 -3.515 -3.177 0.00
C -2.136 -4.462 -2.468 0.00
C -2.241 -4.318 -1.077 0.00
C -2.947 -5.256 -0.254 0.00
N -3.562 -6.339 -0.693 0.00
H -3.045 -4.385 3.785 0.00
H -1.977 -2.317 4.719 0.00
H -0.811 -0.770 3.181 0.00
H -0.284 -1.697 -3.017 0.00
H -1.338 -3.576 -4.251 0.00
H -2.605 -5.311 -2.941 0.00
C -3.212 0.221 -2.460 0.02
C -1.938 1.038 -2.182 0.10
C -1.179 1.426 -3.462 0.02
O -1.125 0.417 -1.277 0.52
H -2.978 -0.647 -3.076 0.00
H -3.948 0.830 -2.973 0.00
H -3.636 -0.125 -1.516 0.00
H -2.285 1.989 -1.715 0.06
H -0.650 0.559 -3.856 0.00
H -0.447 2.201 -3.247 0.00
H -1.874 1.793 -4.212 0.00
```

Values from the calculation:
E_LUMO (alpha / beta): -6.300 / -9.604 eV
Gap between HOMO and LUMO (alpha / beta): 7.12 / 3.82 eV
ΔE to the lowest compared entry with this formula, charge and spin: 5.65 kcal/mol
E: -139326.960 eV
Net charge: +2
HOMO level (alpha / beta): -13.424 / -13.420 eV
2S+1: 2

---

2 unconnected molecules or ions with the total composition C2H4O4S2 in a non-equilibrium geometry. Source: the OMol25 dataset; level of theory: the ωB97M-V functional and the def2-TZVPD basis.

Geometry as XYZ:
```
12
Properties=species:S:1:pos:R:3:lowdin_charge:R:1
C -0.837 0.752 -1.233 -0.31
C 0.989 -1.391 0.180 -0.12
O 0.726 2.245 0.568 -0.29
O -1.725 2.599 0.533 -0.24
O -0.826 0.373 1.187 -0.38
O -1.559 -1.710 -0.035 -0.30
S -0.605 1.814 0.208 0.56
S -0.680 -0.575 -0.004 0.66
H 0.579 0.823 -1.869 0.21
H 1.189 -1.733 -0.902 0.09
H 1.763 -0.847 0.546 0.01
H 0.987 -2.351 0.821 0.11
```

Values from the calculation:
E_LUMO: -0.209 eV
Gap between HOMO and LUMO: 10.08 eV
ΔE to the lowest compared entry with this formula, charge and spin: 162.24 kcal/mol
E: -31992.914 eV
HOMO level: -10.284 eV

---

A molecular structure, C34H32BCl5F4GeN3O3Y in a non-equilibrium geometry. Source: the OMol25 dataset; level of theory: the ωB97M-V functional and the def2-TZVPD basis.

Geometry as XYZ:
```
84
Properties=species:S:1:pos:R:3:lowdin_charge:R:1
Y 0.211 1.324 0.138 1.42
Cl 3.727 4.232 6.031 0.68
C 2.649 3.711 4.803 -0.72
C 2.986 2.639 3.981 -0.70
Cl 4.439 1.769 4.217 0.72
C 2.127 2.282 2.960 -0.53
Cl 2.492 1.044 1.833 0.91
C 0.890 2.910 2.729 -0.45
O 0.117 2.516 1.777 -0.24
C 0.561 3.970 3.603 -0.61
Cl -0.954 4.733 3.349 0.75
C 1.434 4.373 4.602 -0.70
Cl 1.025 5.702 5.601 0.70
C -2.979 -1.330 -4.263 -0.07
C -3.826 -1.225 -3.168 -0.07
C -3.320 -0.875 -1.935 -0.01
C -1.955 -0.597 -1.797 -0.26
C -1.110 -0.663 -2.910 -0.01
C -1.627 -1.048 -4.132 -0.06
N -1.393 -0.256 -0.569 -0.06
N -2.103 -0.493 0.454 0.12
C -1.511 -0.210 1.663 -0.34
C -2.274 0.467 2.625 0.00
C -1.736 0.723 3.867 -0.04
C -0.476 0.232 4.188 -0.05
C 0.266 -0.465 3.249 -0.14
C -0.190 -0.644 1.941 -0.32
H -3.379 -1.632 -5.218 0.11
H -4.880 -1.425 -3.284 0.11
H -3.953 -0.806 -1.065 0.11
H -0.062 -0.426 -2.801 0.11
H -0.979 -1.136 -4.991 0.11
H -3.247 0.839 2.342 0.11
H -2.302 1.292 4.588 0.12
H -0.084 0.377 5.184 0.12
H 1.225 -0.884 3.536 0.11
C 0.087 -4.834 -1.367 -0.11
C -0.112 -5.648 -0.096 -0.27
C 0.515 -5.032 1.152 -0.28
C -0.024 -3.652 1.536 -0.28
Ge 0.779 -1.973 0.751 1.00
C 2.785 -1.970 0.919 -0.30
C 3.522 -2.912 -0.030 -0.28
C 3.475 -2.420 -1.474 -0.28
C 4.241 -3.349 -2.406 -0.11
H -0.285 -5.386 -2.227 0.07
H 1.140 -4.615 -1.531 0.06
H -0.456 -3.894 -1.312 0.04
H 0.320 -6.642 -0.229 0.10
H -1.182 -5.782 0.075 0.11
H 1.596 -4.988 1.032 0.08
H 0.319 -5.715 1.982 0.11
H 0.090 -3.533 2.616 0.06
H -1.097 -3.623 1.337 0.07
H 0.342 -1.890 -0.704 -0.01
H 3.016 -2.236 1.952 0.07
H 3.181 -0.975 0.740 0.00
H 3.111 -3.923 0.023 0.08
H 4.567 -2.961 0.289 0.12
H 3.900 -1.416 -1.531 0.11
H 2.432 -2.368 -1.798 0.08
H 5.287 -3.402 -2.117 0.07
H 4.184 -2.990 -3.430 0.07
H 3.821 -4.352 -2.370 0.07
F 2.657 1.705 -2.661 0.25
B 2.625 1.493 -1.351 -1.25
F 1.956 2.559 -0.630 0.04
F 3.794 1.183 -0.768 0.19
F 1.676 0.332 -1.050 -0.10
O -0.264 2.193 -2.105 0.01
C -1.220 2.785 -1.585 -0.42
N -1.607 2.457 -0.332 0.02
C -2.695 3.213 0.049 -0.40
O -3.278 3.117 1.104 0.09
C -3.025 4.111 -1.102 -0.07
C -4.036 5.029 -1.277 0.00
C -4.114 5.678 -2.506 -0.06
C -3.194 5.421 -3.511 -0.07
C -2.166 4.497 -3.333 0.01
C -2.103 3.843 -2.120 -0.07
H -4.747 5.219 -0.488 0.12
H -4.912 6.387 -2.679 0.11
H -3.280 5.937 -4.455 0.10
H -1.439 4.310 -4.108 0.12
```

Values from the calculation:
E_LUMO: -1.513 eV
Gap between HOMO and LUMO: 6.78 eV
ΔE to the lowest compared entry with this formula, charge and spin: 17.47 kcal/mol
E: -178118.424 eV
HOMO level: -8.294 eV

---

A molecular structure, C22H40Hg2O24PS3 in a non-equilibrium geometry. Source: the OMol25 dataset; level of theory: the ωB97M-V functional and the def2-TZVPD basis.

Geometry as XYZ:
```
92
Properties=species:S:1:pos:R:3:lowdin_charge:R:1
Hg -2.580 -1.950 -0.274 1.24
Hg -2.907 0.948 -1.972 1.23
C -6.744 -0.123 -1.277 -0.10
C -5.407 -0.489 -0.653 -0.47
O -4.381 -0.689 -1.590 -0.44
H -6.670 0.653 -2.040 0.06
H -7.519 0.000 -0.524 0.07
H -6.978 -1.013 -1.878 0.07
H -5.531 -1.397 -0.040 0.10
H -5.090 0.222 0.130 0.09
C -1.406 -4.691 1.012 -0.13
C -2.382 -4.066 2.008 -0.41
O -3.193 -3.044 1.466 -0.41
H -0.656 -5.264 1.577 0.06
H -0.824 -3.958 0.451 0.02
H -1.881 -5.393 0.322 0.07
H -1.789 -3.568 2.788 0.10
H -2.978 -4.906 2.388 0.10
P -0.542 -0.282 -0.740 0.03
O -1.984 0.189 -0.171 -0.60
O -1.303 -0.742 -2.098 -0.53
O -0.332 -1.596 0.040 -0.44
O 0.470 0.810 -0.843 -0.33
C 1.537 -0.752 -3.497 -0.18
C 1.318 -2.171 -3.004 -0.14
O 1.776 -2.998 -4.092 -0.19
S 2.511 -2.172 -5.221 0.58
O 2.224 -2.616 -6.524 -0.21
O 3.878 -2.049 -4.843 -0.24
O 1.721 -0.809 -4.925 -0.19
H 2.490 -0.328 -3.169 0.12
H 0.712 -0.108 -3.211 0.09
H 0.287 -2.397 -2.740 0.11
H 1.904 -2.415 -2.120 0.12
C 4.600 1.526 -0.965 -0.16
C 3.649 1.285 0.190 -0.13
O 4.308 1.855 1.355 -0.20
S 5.876 1.938 1.181 0.59
O 6.490 0.884 1.889 -0.22
O 6.309 3.277 1.331 -0.23
O 5.901 1.586 -0.401 -0.19
H 4.347 2.457 -1.473 0.12
H 4.519 0.677 -1.642 0.13
H 3.393 0.270 0.490 0.13
H 2.701 1.817 0.136 0.11
C -0.120 -0.045 3.028 -0.11
C -1.645 -0.194 2.985 -0.16
O -2.032 -0.395 4.341 -0.15
S -1.110 0.487 5.275 0.58
O -0.843 -0.188 6.484 -0.22
O -1.625 1.818 5.378 -0.26
O 0.172 0.520 4.345 -0.19
H 0.254 0.673 2.302 0.12
H 0.392 -1.002 2.962 0.12
H -1.744 -1.085 2.374 0.09
H -2.193 0.582 2.456 0.11
O -3.655 2.539 -0.222 0.02
C -3.085 2.723 0.825 -0.48
O -3.763 2.629 1.975 0.04
C -3.127 3.328 3.057 -0.13
C -1.908 4.030 2.441 -0.13
C -1.785 3.472 1.012 -0.05
H -2.928 2.655 3.884 0.09
H -3.787 4.121 3.410 0.12
H -0.984 3.727 2.940 0.11
H -1.903 5.112 2.558 0.11
H -0.933 2.792 0.995 0.11
H -1.681 4.240 0.251 0.12
O -1.389 2.660 -2.637 0.05
C -0.448 3.404 -2.670 -0.46
O -0.574 4.716 -2.420 0.04
C 0.592 5.456 -2.822 -0.12
C 1.652 4.375 -3.159 -0.13
C 1.005 3.057 -2.783 -0.08
H 1.019 5.968 -1.960 0.12
H 0.347 6.133 -3.632 0.12
H 2.616 4.536 -2.687 0.11
H 1.759 4.322 -4.246 0.12
H 1.181 2.643 -1.774 0.11
H 1.249 2.150 -3.332 0.12
O 1.734 -3.380 3.341 0.12
C 2.077 -3.839 2.293 -0.51
O 1.908 -5.135 1.969 0.00
C 2.238 -5.344 0.557 -0.12
C 3.339 -4.301 0.360 -0.15
C 2.813 -3.149 1.186 -0.09
H 1.266 -5.156 0.094 0.11
H 2.506 -6.347 0.232 0.12
H 3.509 -4.142 -0.706 0.11
H 4.303 -4.623 0.761 0.12
H 2.009 -2.606 0.654 0.11
H 3.477 -2.348 1.498 0.12
```

Values from the calculation:
E_LUMO: 1.460 eV
Gap between HOMO and LUMO: 7.68 eV
E: -122746.663 eV
Net charge: -1
HOMO level: -6.216 eV